Computed, not measured: C7H9NO as an isolated structure, with ωB97M-V with the def2-TZVPD basis set.

Last column: natural (NBO) charge in e.
Cartesian coordinates (Å):
C 2.637 0.176 1.555  -0.329
C 1.547 0.519 1.176  -0.010
C -0.316 1.892 -1.224  0.380
C 0.250 0.757 0.809  -0.265
C -0.405 -0.153 -0.300  0.031
C -1.795 -0.703 0.319  -0.588
C 0.400 -1.386 -0.818  -0.600
N -0.685 0.690 -1.396  -0.260
O 0.100 2.319 -0.054  -0.334
H 3.586 -0.048 1.980  0.228
H -0.324 2.614 -2.147  0.174
H -0.343 1.057 1.617  0.214
H -2.285 0.123 0.897  0.215
H -1.608 -1.535 1.064  0.232
H -2.511 -1.035 -0.638  0.224
H 0.342 -2.206 -0.101  0.225
H 1.443 -1.200 -0.993  0.234
H -0.033 -1.882 -1.746  0.227

HOMO level (alpha / beta) in Ha: -0.2020 / -0.3462
LUMO level (alpha / beta) in eV: 0.9079 / -3.2177
Calculated total energy in eV: -10934.8420
Spin multiplicity: 3
Expectation value of S²: 2.042
Orbital gap (alpha / beta) in Ha: 0.235 / 0.228

Computed, not measured: the molecule C26H21FN4O2, with ωB97M-V with the def2-TZVPD basis set.

Last column: natural (NBO) charge in e.
Cartesian coordinates (Å):
O 0.034 1.626 2.669  -0.618
C -0.434 1.464 1.564  0.692
N -0.051 2.151 0.474  -0.611
H -0.440 1.913 -0.425  0.405
C 1.013 3.136 0.513  -0.263
C 2.303 2.588 -0.043  0.052
C 2.490 2.492 -1.416  -0.242
C 3.670 1.985 -1.929  -0.179
C 4.676 1.573 -1.072  -0.225
C 4.490 1.653 0.298  -0.198
C 3.306 2.152 0.810  -0.240
H 3.156 2.210 1.878  0.221
H 5.270 1.327 0.970  0.212
H 5.601 1.186 -1.472  0.213
H 3.806 1.914 -2.997  0.213
H 1.711 2.824 -2.087  0.205
H 1.141 3.413 1.561  0.238
H 0.691 4.012 -0.060  0.205
C -1.579 0.467 1.301  -0.143
N -1.064 -0.742 0.663  -0.460
C -1.913 -1.805 0.634  0.664
O -3.054 -1.727 1.048  -0.595
C -1.368 -3.082 0.078  0.091
N -0.516 -3.026 -0.938  -0.413
C -0.057 -4.159 -1.436  0.042
C -0.415 -5.407 -0.948  -0.241
C -1.316 -5.467 0.104  -0.170
C -1.811 -4.284 0.625  -0.203
H -2.525 -4.267 1.433  0.239
H -1.631 -6.418 0.508  0.221
H -0.006 -6.305 -1.384  0.223
H 0.631 -4.052 -2.264  0.199
C 0.330 -0.850 0.416  0.092
C 1.204 -1.157 1.451  -0.170
C 2.552 -1.289 1.162  -0.261
C 2.965 -1.113 -0.148  0.048
N 2.141 -0.798 -1.133  -0.431
C 0.860 -0.664 -0.859  0.079
H 0.221 -0.424 -1.698  0.194
H 4.003 -1.230 -0.429  0.196
H 3.261 -1.532 1.938  0.222
H 0.830 -1.292 2.455  0.231
C -2.665 1.125 0.486  -0.041
C -3.565 1.971 1.125  -0.176
C -4.550 2.625 0.410  -0.270
C -4.626 2.420 -0.956  0.396
C -3.748 1.582 -1.617  -0.291
C -2.764 0.939 -0.888  -0.162
H -2.088 0.265 -1.393  0.209
H -3.843 1.437 -2.682  0.230
F -5.583 3.057 -1.664  -0.325
H -5.256 3.280 0.895  0.231
H -3.494 2.113 2.192  0.220
H -1.997 0.190 2.279  0.244

HOMO level in Ha: -0.3235
SMILES: O=C(NCc1ccccc1)[C@@H](c1ccc(F)cc1)N(C(=O)c1ccccn1)c1cccnc1
LUMO level in eV: 0.3989
Calculated total energy in eV: -40076.5743
Orbital gap in Ha: 0.338

Computed, not measured: C36H21N11Na as an isolated structure, with ωB97M-V with the def2-TZVPD basis set.

Last column: natural (NBO) charge in e.
Cartesian coordinates (Å):
Na 0.198 -0.796 -0.495  0.895
C 3.265 -5.404 3.522  -0.232
C 4.307 -4.468 3.566  -0.236
C 4.099 -3.196 3.045  -0.166
C 2.941 -2.873 2.367  -0.120
C 2.472 -1.672 1.707  0.376
N 3.127 -0.499 1.724  -0.482
C 2.599 0.610 1.217  0.369
C 3.162 1.891 1.476  -0.120
C 4.303 2.353 2.151  -0.167
C 4.672 3.688 2.187  -0.241
C 3.805 4.668 1.635  -0.228
C 2.699 4.237 0.901  -0.221
C 2.362 2.844 0.824  0.014
C 1.179 2.042 0.340  0.358
N 0.061 2.596 -0.044  -0.488
C -1.142 2.063 -0.381  0.308
N -1.442 0.721 -0.497  -0.562
C -2.732 0.575 -0.600  0.380
N -3.359 -0.601 -0.541  -0.502
C -2.770 -1.736 -0.261  0.350
N -1.578 -1.857 0.340  -0.587
C -1.307 -3.196 0.594  0.384
N -0.306 -3.818 1.164  -0.500
C 0.847 -3.194 1.516  0.361
N 1.213 -1.910 1.248  -0.569
C 1.975 -3.857 2.243  -0.006
C 2.145 -5.160 2.768  -0.206
C -2.471 -3.978 0.114  -0.073
C -2.778 -5.344 0.129  -0.203
C -4.033 -5.717 -0.434  -0.219
C -4.868 -4.744 -1.064  -0.227
C -4.655 -3.374 -0.884  -0.206
C -3.413 -3.008 -0.367  -0.017
C -3.382 1.928 -0.789  -0.101
C -4.718 2.277 -0.980  -0.184
C -5.017 3.652 -1.119  -0.234
C -4.014 4.636 -0.896  -0.237
C -2.693 4.235 -0.645  -0.222
C -2.349 2.843 -0.516  -0.036
N 1.500 0.723 0.474  -0.579
H 3.271 -6.331 4.069  0.203
H 5.245 -4.619 4.065  0.205
H 4.902 -2.515 2.958  0.211
H 4.947 1.673 2.705  0.213
H 5.507 3.981 2.813  0.203
H 3.895 5.763 1.736  0.208
H 1.979 4.998 0.537  0.216
H 1.324 -5.832 2.597  0.219
H -2.053 -5.977 0.618  0.226
H -4.289 -6.768 -0.424  0.202
H -5.749 -5.140 -1.464  0.198
H -5.342 -2.605 -1.146  0.223
H -5.458 1.469 -1.009  0.226
H -6.071 3.906 -1.301  0.204
H -4.299 5.649 -1.078  0.207
H -1.893 4.904 -0.627  0.214
N -0.778 3.910 -3.448  -0.813
C 0.275 2.961 -3.412  0.361
C -0.016 1.554 -3.475  -0.041
N 0.987 0.678 -3.521  -0.377
C 2.235 1.199 -3.613  -0.079
C 2.444 2.534 -3.670  0.017
N 1.525 3.427 -3.527  -0.450
H -1.582 3.630 -2.867  0.406
H -0.403 4.817 -3.372  0.388
H -1.033 1.211 -3.388  0.206
H 3.017 0.461 -3.734  0.197
H 3.510 2.881 -3.762  0.185

HOMO level (alpha / beta) in Ha: -0.1313 / -0.1274
Total charge: -1
LUMO level (alpha / beta) in eV: 1.4774 / 1.4253
Calculated total energy in eV: -58483.9188
Orbital gap (alpha / beta) in Ha: 0.186 / 0.180

Computed, not measured: a 2-piece molecular cluster, CH6NS overall, with ωB97M-V with the def2-TZVPD basis set.

Last column: natural (NBO) charge in e.
Cartesian coordinates (Å):
N 2.087 -0.438 -0.012  -1.102
H 1.186 -0.907 0.101  0.410
H 2.697 -0.997 -0.589  0.337
H 2.524 -0.339 0.900  0.329
C -1.728 0.643 -0.064  -0.736
S -1.319 -1.090 -0.490  -0.740
H -0.923 1.083 0.536  0.172
H -2.642 0.725 0.530  0.165
H -1.882 1.320 -0.913  0.164

HOMO level in Ha: -0.0782
Total charge: -1
LUMO level in eV: 4.4369
Calculated total energy in eV: -13460.3360
Orbital gap in Ha: 0.241

Computed, not measured: a 2-piece molecular cluster, C2H2N3O2 overall, with ωB97M-V with the def2-TZVPD basis set.

Last column: natural (NBO) charge in e.
Cartesian coordinates (Å):
C -1.840 1.124 0.212  0.697
C 3.019 0.754 0.171  0.780
N -0.697 0.298 -0.016  -0.654
N -1.760 0.069 1.032  -0.509
N 1.937 0.681 0.639  -0.756
O 4.197 0.914 -0.074  -0.651
O -2.453 2.017 -0.318  -0.683
H -0.567 -0.300 -0.846  0.321
H 0.795 0.603 0.514  0.454

HOMO level in Ha: -0.1376
Total charge: -1
LUMO level in eV: 3.6836
Calculated total energy in eV: -10671.0141
Orbital gap in Ha: 0.273

Computed, not measured: the molecule C7H11N3O3, with ωB97M-V with the def2-TZVPD basis set.

Last column: natural (NBO) charge in e.
Cartesian coordinates (Å):
C -0.135 2.350 -0.794  0.183
C -0.879 -1.012 -0.980  -0.311
C -0.419 1.703 0.384  -0.115
C 0.295 -1.340 -0.128  0.076
C 0.651 0.825 0.923  0.061
C 1.285 -2.223 -0.983  -0.585
C 1.827 1.779 1.351  -0.602
N 0.187 3.034 -1.682  -0.235
N -1.862 -0.039 -0.485  -0.178
N -2.868 -0.450 0.312  0.574
O -3.347 -1.556 -0.070  -0.433
O -3.304 0.309 1.152  -0.379
O 1.083 -0.180 0.084  -0.514
H -0.545 -0.592 -1.964  0.222
H -1.566 -1.867 -1.157  0.264
H -1.313 2.178 0.892  0.290
H -0.073 -1.916 0.648  0.188
H 0.311 0.505 2.027  0.185
H 1.666 -1.647 -1.919  0.218
H 0.841 -2.971 -1.460  0.206
H 1.996 -2.597 -0.341  0.216
H 2.561 0.982 1.646  0.234
H 1.520 2.449 2.093  0.219
H 2.088 2.278 0.450  0.215

HOMO level (alpha / beta) in Ha: -0.3780 / -0.3412
LUMO level (alpha / beta) in eV: -1.6753 / -2.1959
Calculated total energy in eV: -18041.7185
Orbital gap (alpha / beta) in Ha: 0.316 / 0.261

| no. | maximum force (eV/Å) |
| --- | --- |
| 1 | 5.6 |
| 2 | 0.8 |
| 3 | 3.5 |
| 4 | 0.6 |
| 5 | 3.9 |
| 6 | 4.9 |